Density functional theory data (ωB97M-V/def2-TZVPD) for an isolated ion of composition C7H14NS and charge +1.

Properties
F_max in eV/A: 5.16
Energy above the lowest of the compared OMol25 structures with the same formula, charge and spin in kJ/mol: 176.61
Kohn-Sham gap in eV: 10.14
LUMO level in eV: -3.679
SMILES: CC(C)[C@H](C)C#[N+]CS
Electronic energy in a.u.: -727.7150

Structure (ORCA input):
```
! wB97M-V def2-TZVPD RIJCOSX def2/J DEFGRID3
* xyz 1 1
C -0.62906 1.62058 -1.21424
C -1.11486 0.66938 -0.05384
C -0.62972 1.13569 1.27653
C -0.83309 -0.77006 -0.54530
C -1.42189 -1.82219 0.46975
C 0.58102 -1.00030 -0.56495
N 1.66017 -1.20588 -0.35284
C 2.95114 -1.10750 0.07719
S 3.48640 0.65533 0.11053
H 0.50297 1.67130 -1.27534
H -1.05223 2.75177 -1.10401
H -1.08502 1.10672 -2.13678
H -2.16176 0.73693 -0.15378
H 0.38780 0.92417 1.34304
H -1.06786 2.15423 1.30696
H -1.10394 0.64712 2.13341
H -1.28332 -0.75539 -1.60019
H -1.16207 -1.79837 1.54666
H -1.36507 -2.90019 0.34472
H -2.53456 -1.67077 0.41405
H 2.93645 -1.57377 1.19416
H 3.79654 -1.67892 -0.39512
H 4.22677 0.60451 -0.99006
*
```

Density functional theory data (ωB97M-V/def2-TZVPD) for C19H41BIrN6Si4Te as an isolated structure.

Properties
F_max in eV/A: 4.52
Kohn-Sham gap (alpha / beta) in eV: 5.53 / 4.77
LUMO level (alpha / beta) in eV: -5.451 / -9.621
⟨S²⟩: 8.77
Electronic energy in a.u.: -2631.6624

Structure (ORCA input):
```
! wB97M-V def2-TZVPD RIJCOSX def2/J DEFGRID3
* xyz 2 6
H -0.11467 2.31338 -1.07306
N 0.02139 1.35585 -2.97558
B 0.59664 0.64643 -5.33046
N 0.47683 1.73479 -4.21829
C 0.74485 3.05700 -4.18728
Ir -0.53686 -0.52933 -2.46297
H 1.16383 3.54219 -5.06874
C 0.47981 3.53335 -2.90655
H 0.59745 4.53651 -2.53474
C 0.06289 2.43167 -2.15085
H 1.03642 1.09632 -6.34933
C -1.46357 -2.10987 -1.81905
H -2.01520 -2.10270 -0.85385
H -0.67098 -2.88302 -1.64505
H -2.21158 -2.45343 -2.58581
N -0.82198 0.06507 -5.37738
N 1.48837 -0.48454 -4.74906
N -1.45895 -0.43598 -4.25311
N 1.12100 -1.12322 -3.57561
C -1.64249 -0.03686 -6.42706
C 2.67206 -0.97716 -5.17004
H -1.26528 0.28926 -7.39239
H 3.13949 -0.56705 -6.07142
C -2.83151 -0.59663 -6.01723
C 3.09650 -1.94642 -4.27342
C -2.69789 -0.85025 -4.63848
C 2.11563 -1.99319 -3.26337
H -3.67928 -0.80802 -6.65288
H 4.00236 -2.52834 -4.32032
H -3.38619 -1.32114 -3.95180
H 2.13897 -2.51745 -2.31555
H -1.64379 -0.35662 -1.30304
C 3.39813 0.81720 1.94533
Si 1.75158 1.34710 2.73212
C 1.94181 1.32083 4.61189
C 1.30342 3.08495 2.12281
Si -0.00692 -0.09550 2.10116
Te 0.92427 -0.47272 -0.22716
Si 0.32827 -2.09266 3.31300
C 0.00505 -1.85139 5.16618
C -0.87027 -3.39119 2.63740
C 2.12341 -2.64597 3.06241
Si -2.06886 0.84243 2.79345
C -1.96592 1.28841 4.63241
C -2.38761 2.40482 1.77468
C -3.42142 -0.44808 2.50406
H 4.13887 1.59567 2.19100
H 3.34936 0.73675 0.84791
H 3.77436 -0.14069 2.33180
H 2.75435 2.01911 4.86358
H 1.04238 1.65380 5.14485
H 2.22302 0.33732 5.01094
H 1.09969 3.12438 1.04233
H 0.43340 3.50862 2.64505
H 2.16687 3.74026 2.32014
H -1.04982 -1.63478 5.38371
H 0.25234 -2.80188 5.66512
H 0.61262 -1.06724 5.63854
H -0.68691 -3.62056 1.57838
H -0.72077 -4.32207 3.20567
H -1.92832 -3.11254 2.73502
H 2.38245 -2.74268 1.99895
H 2.86782 -1.98403 3.52866
H 2.22777 -3.63938 3.52603
H -1.17415 2.01671 4.85714
H -2.92602 1.75040 4.91157
H -1.81634 0.41894 5.28576
H -2.29707 2.21897 0.69413
H -3.41897 2.73697 1.97234
H -1.71330 3.23402 2.03199
H -3.44382 -0.80020 1.46229
H -3.32164 -1.32935 3.15336
H -4.39739 0.01468 2.71773
*
```

Density functional theory data (ωB97M-V/def2-TZVPD) for C16H13AlBCl5F4N4S as an isolated structure.

Properties
F_max in eV/A: 1.58
Energy above the lowest of the compared OMol25 structures with the same formula, charge and spin in kJ/mol: 0.00
Kohn-Sham gap in eV: 7.47
LUMO level in eV: -1.022
Electronic energy in a.u.: -4202.8361

Structure (ORCA input):
```
! wB97M-V def2-TZVPD RIJCOSX def2/J DEFGRID3
* xyz 0 1
Al -0.36980 -0.81070 0.24850
C 3.35780 2.10670 4.13680
C 3.37140 0.59750 3.91490
N 2.02760 0.10220 3.72690
C 1.47720 -0.22460 2.55540
S -0.24900 -0.39660 2.55080
N 2.25910 -0.42600 1.51540
N 1.62940 -0.68570 0.38200
C 2.27630 -1.07250 -0.67820
C 3.74450 -1.32580 -0.67850
C 1.44710 -1.25450 -1.84660
C 1.90450 -1.78390 -3.05500
C 1.02670 -1.88050 -4.11500
C -0.28410 -1.44160 -3.95900
C -0.67580 -0.97990 -2.71740
N 0.16120 -0.89560 -1.69250
H 4.36190 2.48300 4.29870
H 2.75300 2.35850 5.00230
H 2.93390 2.60110 3.26900
H 3.80670 0.08550 4.77730
H 3.94500 0.34690 3.02430
H 1.38550 0.20970 4.49730
H 4.16080 -0.98310 0.26660
H 4.24060 -0.81400 -1.49960
H 3.92760 -2.39550 -0.77780
H 2.92160 -2.12790 -3.13380
H 1.34640 -2.30690 -5.05250
H -0.98660 -1.47700 -4.77580
H -1.69470 -0.67470 -2.51440
Cl -3.87830 -2.07870 0.05780
C -3.53160 -0.39780 0.01980
C -2.19950 -0.00250 -0.02230
C -1.95670 1.36460 -0.07830
Cl -0.29560 1.75970 -0.12720
C -2.94780 2.32790 -0.09070
Cl -2.56460 4.00280 -0.16430
C -4.27530 1.89980 -0.04030
Cl -5.54330 3.05250 -0.06450
C -4.56890 0.53620 0.01620
Cl -6.20500 0.02550 0.08420
F -0.08490 -4.79840 0.86870
B 0.04550 -4.04870 -0.21940
F -0.46950 -2.55400 0.25300
F 1.31900 -3.78590 -0.57970
F -0.76250 -4.31860 -1.24970
*
```

Density functional theory data (ωB97M-V/def2-TZVPD) for one molecule with the formula C6H6N2O2.

Properties
F_max in eV/A: 3.50
Energy above the lowest of the compared OMol25 structures with the same formula, charge and spin in kJ/mol: 363.63
Kohn-Sham gap in eV: 8.85
LUMO level in eV: 0.413
SMILES: C=C1NC=N[C@H]1OC=C=O
Electronic energy in a.u.: -492.1050

Structure (ORCA input):
```
! wB97M-V def2-TZVPD RIJCOSX def2/J DEFGRID3
* xyz 0 1
C 1.20468 -0.71276 -1.04693
C 0.57121 -0.02467 -0.10884
N 0.47743 1.34575 -0.05152
C -0.33466 1.68808 1.03183
N -0.74822 0.74574 1.79113
C -0.30056 -0.46981 1.13875
O -1.28685 -1.40275 0.90923
C -2.31484 -1.02672 0.09293
C -2.52631 0.11623 -0.47314
O -2.66595 1.12919 -1.05688
H 0.99496 -1.75081 -0.97735
H 1.58508 -0.20853 -1.92611
H 1.10403 1.90671 -0.69592
H -0.27205 2.70048 1.22977
H 0.45939 -0.81200 1.91436
H -3.10660 -1.64207 0.11039
*
```

Density functional theory data (ωB97M-V/def2-TZVPD) for C24H50CdGeN5O4SSi3 as an isolated structure.

Properties
F_max in eV/A: 1.88
Kohn-Sham gap (alpha / beta) in eV: 6.46 / 7.99
LUMO level (alpha / beta) in eV: 0.576 / -0.089
⟨S²⟩: 0.76
Electronic energy in a.u.: -5030.6493

Structure (ORCA input):
```
! wB97M-V def2-TZVPD RIJCOSX def2/J DEFGRID3
* xyz 0 2
Cd 0.97265 -1.98315 1.75935
C 3.86832 -5.24211 2.96530
C 3.08267 -4.00302 2.72114
N 1.91585 -4.03054 2.02773
C 1.45709 -5.13142 1.18973
C 0.07955 -4.79589 0.60163
N -0.15121 -3.43620 0.11660
C 0.37459 -2.98750 -1.20123
C 1.83411 -2.49060 -1.02060
N 1.93004 -1.22990 -0.17795
C 3.36018 -0.83091 -0.10334
C 3.65519 0.46846 0.71674
N 2.59428 1.06126 1.54789
C 2.55130 0.72239 2.76924
C 1.45840 1.20947 3.66189
C 3.36953 -0.39860 3.27301
C 4.53789 -0.23581 3.95817
C 5.24083 -1.37654 4.37815
C 4.69963 -2.61309 4.11377
C 3.52609 -2.75812 3.29738
N 2.84978 -1.61649 2.90633
H 3.59123 -6.01032 2.21237
H 3.69764 -5.64678 3.96223
H 4.92484 -5.06280 2.81700
H 1.40231 -6.09315 1.76894
H 2.19456 -5.28670 0.38652
H -0.64288 -5.02065 1.39387
H -0.16413 -5.49539 -0.18145
H -1.14016 -3.19153 0.09641
H -0.34860 -2.20209 -1.50037
H 0.36707 -3.77410 -1.94839
H 2.26768 -2.32650 -2.02494
H 2.39470 -3.29683 -0.55990
H 1.38011 -0.46890 -0.63497
H 3.79461 -0.74875 -1.13532
H 3.86567 -1.69799 0.38887
H 3.93551 1.25088 -0.02242
H 4.53376 0.29819 1.30119
H 0.73902 1.72248 3.00130
H 1.83600 1.92829 4.37548
H 0.92454 0.36522 4.13258
H 4.90466 0.77543 4.19518
H 6.13866 -1.22742 4.97379
H 5.11503 -3.50056 4.56001
O -2.39195 -1.55974 -0.22096
S -1.95897 -0.34858 0.49716
O -0.70281 -0.59206 1.22769
O -1.43040 0.66039 -0.54830
O -2.93169 0.34772 1.26492
C -5.55421 0.52763 -1.45848
Si -4.08313 1.11578 -2.57138
C -3.49388 -0.41859 -3.43299
C -4.39420 2.46863 -3.95257
Ge -2.27981 2.03567 -1.33512
Si -2.97536 3.60411 0.27149
C -4.84548 3.62195 0.68919
C -2.67391 5.25349 -0.63454
C -1.90722 3.40180 1.80556
Si -0.48297 2.33633 -2.83158
C -0.31030 0.81442 -3.98291
C -0.47465 3.98478 -3.83148
C 1.06858 2.37123 -1.75951
H -6.44677 0.33453 -2.06500
H -5.77646 1.16966 -0.60390
H -5.12618 -0.41064 -1.03194
H -4.40113 -0.80156 -3.87868
H -3.13238 -1.18302 -2.73593
H -2.74865 -0.22934 -4.22873
H -5.08053 2.20005 -4.74004
H -3.51669 2.68272 -4.49617
H -4.72795 3.42151 -3.51250
H -5.49091 3.89973 -0.13302
H -5.04215 4.41095 1.51154
H -5.23543 2.66505 1.05010
H -3.10144 5.22401 -1.66014
H -1.61303 5.42365 -0.81955
H -3.12151 6.15218 -0.23573
H -2.03682 4.23162 2.57079
H -0.79700 3.36900 1.58746
H -2.10557 2.44548 2.28633
H -0.77596 0.84263 -4.93794
H -0.51180 -0.16125 -3.50316
H 0.78152 0.81061 -4.21851
H -1.41304 4.21621 -4.31060
H 0.36845 4.11744 -4.55026
H -0.33898 4.81449 -3.05180
H 0.95136 1.84591 -0.80440
H 1.39620 3.37450 -1.44071
H 1.94664 1.91721 -2.30258
*
```

Density functional theory data (ωB97M-V/def2-TZVPD) for one molecule with the formula C4H13O3P.

Properties
F_max in eV/A: 0.26
Energy above the lowest of the compared OMol25 structures with the same formula, charge and spin in kJ/mol: 0.00
Kohn-Sham gap in eV: 8.90
LUMO level in eV: 0.696
SMILES: OCCOCOC[PH4]
Electronic energy in a.u.: -727.1170

Structure (ORCA input):
```
! wB97M-V def2-TZVPD RIJCOSX def2/J DEFGRID3
* xyz 0 1
O -0.79893 -2.74632 -2.93805
C -0.92506 -2.08704 -1.68371
C 0.44269 -1.49780 -1.35873
O 0.67457 -1.29659 0.01877
C -0.29949 -0.51570 0.66869
O 0.24672 0.04003 1.81116
C 1.14917 1.11042 1.57234
P 0.23833 2.81267 1.53061
H -1.62246 -2.67028 -3.42610
H -1.20640 -2.80281 -0.90256
H -1.69610 -1.31264 -1.73842
H 1.19033 -2.21371 -1.69748
H 0.59583 -0.55866 -1.90908
H -0.65661 0.26313 -0.02977
H -1.14201 -1.12839 1.00071
H 1.70461 0.95039 0.63851
H 1.87141 1.11001 2.39378
H -0.92823 2.14706 2.02016
H 1.26846 3.38233 2.34294
H 0.35846 2.92236 0.12184
H -0.46531 4.09154 1.56437
*
```

Density functional theory data (ωB97M-V/def2-TZVPD) for one molecule with the formula C6H3NO.

Properties
F_max in eV/A: 8.78
Energy above the lowest of the compared OMol25 structures with the same formula, charge and spin in kJ/mol: 325.41
Kohn-Sham gap in eV: 8.16
LUMO level in eV: -1.915
SMILES: C#C/C(C=O)=C\C#N
Electronic energy in a.u.: -360.2475

Structure (ORCA input):
```
! wB97M-V def2-TZVPD RIJCOSX def2/J DEFGRID3
* xyz 0 1
C -0.34205 -1.99206 -1.76494
C -0.38110 -1.08174 -0.92745
C -0.39591 0.05714 -0.06560
C -1.80756 0.07578 0.54641
O -2.07400 0.44005 1.82996
C 0.56528 0.99337 0.37186
C 1.94968 0.95167 -0.06283
N 3.08605 0.60784 -0.27015
H -0.31853 -3.01163 -2.26177
H -2.56601 -0.46549 -0.24505
H 0.34420 1.67692 1.17348
*
```

Density functional theory data (ωB97M-V/def2-TZVPD) for one molecule with the formula C17H20N4O3.

Properties
F_max in eV/A: 1.07
Energy above the lowest of the compared OMol25 structures with the same formula, charge and spin in kJ/mol: 403.74
Kohn-Sham gap in eV: 8.79
LUMO level in eV: 0.307
SMILES: COc1cccc(C2=NO[C@@H](C(=O)NCCCn3ccnc3)C2)c1
Electronic energy in a.u.: -1104.5165

Structure (ORCA input):
```
! wB97M-V def2-TZVPD RIJCOSX def2/J DEFGRID3
* xyz 0 1
C -1.11581 6.27221 -2.16321
O 0.23139 6.16230 -2.55878
C 0.96618 5.12709 -2.07708
C 2.30032 5.08028 -2.49546
C 3.13152 4.07178 -2.05648
C 2.66140 3.09221 -1.19771
C 1.33383 3.12531 -0.78012
C 0.80475 2.11257 0.11127
N -0.42521 2.06648 0.44481
O -0.67471 1.02275 1.29445
C 0.52161 0.25303 1.50240
C 0.37202 -1.17479 0.95865
O 1.20458 -2.02456 1.19983
N -0.70643 -1.35381 0.18182
C -1.07922 -2.61951 -0.40344
C -2.32550 -3.20185 0.26691
C -2.04039 -3.68702 1.69484
N -1.30064 -4.91799 1.69752
C 0.05791 -5.06759 1.75046
C 0.28961 -6.40967 1.66258
N -0.88699 -7.08185 1.55416
C -1.81390 -6.16665 1.57458
C 1.62516 1.01291 0.74828
C 0.48789 4.14627 -1.22245
H -1.49397 7.16630 -2.65603
H -1.20700 6.38901 -1.07904
H -1.70042 5.40510 -2.48544
H 2.65515 5.84931 -3.16265
H 4.15919 4.04659 -2.38576
H 3.32261 2.30943 -0.86162
H 0.70742 0.19341 2.57927
H -1.36339 -0.58816 0.11234
H -1.26688 -2.47291 -1.47171
H -0.22946 -3.29545 -0.28252
H -3.10638 -2.43916 0.29798
H -2.69023 -4.04110 -0.32730
H -1.46657 -2.92963 2.23545
H -2.98614 -3.85041 2.22076
H 0.72095 -4.23197 1.84458
H 1.22357 -6.93421 1.67336
H -2.86740 -6.35810 1.51399
H 2.38501 1.42462 1.41306
H 2.11515 0.38153 0.00598
H -0.53059 4.13592 -0.87252
*
```

What is the F_max in the third record?
1.58 eV/A